[1]
A structure of composition C5H7CaO3. Source: OMol25; level of theory: ωB97M-V/def2-TZVPD.

XYZ file:
```
16
Properties=species:S:1:pos:R:3:nbo_charge:R:1
O -0.58 -0.19 0.76 -0.42
C 0.75 -0.11 0.34 0.96
O 1.16 -0.82 -0.59 -0.79
Ca 3.17 0.21 -0.39 1.91
O 1.43 0.75 0.92 -0.75
C -1.39 -1.03 0.20 0.53
H -1.01 -1.62 -0.63 0.24
H -3.27 -1.94 0.40 0.30
C -2.78 -0.97 0.56 -0.51
H -2.96 -0.54 1.55 0.28
C -3.30 0.05 -0.56 -0.50
C -2.91 1.45 -0.38 -0.23
H -4.39 -0.11 -0.58 0.31
H -3.16 1.94 0.56 0.19
H -2.78 0.11 -1.62 0.26
H -2.58 2.07 -1.22 0.21
```

HOMO-LUMO gap (spin up / spin down)	6.381 / 9.636	eV
2S+1	2
LUMO level (spin up / spin down)	-0.323 / -0.323	Eh
energy relative to the best compared isomer or geometry (same formula, charge and spin)	0.0	kcal per mole
total charge	+2

=====

[2]
A structure of composition C5H7Cl. Source: OMol25; level of theory: ωB97M-V/def2-TZVPD.

XYZ file:
```
13
Properties=species:S:1:pos:R:3:nbo_charge:R:1
C 1.13 -1.11 -0.04 -0.30
C 2.76 -2.17 -0.33 0.00
C 0.07 -0.63 0.83 -0.17
C -0.96 1.56 0.01 -0.59
C -1.19 0.06 0.24 -0.43
Cl 3.44 -1.51 -1.64 0.12
H 1.16 -0.47 -0.94 0.14
H 0.19 -1.02 1.82 0.20
H -0.83 2.22 0.90 0.21
H -1.91 1.87 -0.40 0.20
H -0.23 1.72 -0.64 0.20
H -1.66 -0.38 -0.70 0.22
H -1.97 -0.14 0.89 0.21
```

HOMO-LUMO gap	7.731	eV
2S+1	1
LUMO level	-0.033	Eh
energy relative to the best compared isomer or geometry (same formula, charge and spin)	155.5	kcal per mole

=====

[3]
A structure of composition C5H7Cl. Source: OMol25; level of theory: ωB97M-V/def2-TZVPD.

XYZ file:
```
13
Properties=species:S:1:pos:R:3:nbo_charge:R:1
C 0.00 1.61 0.03 -0.30
C 0.15 -0.87 2.02 -0.44
C -0.06 0.31 -0.30 -0.16
C 0.45 -0.46 0.78 0.28
C -0.49 -0.20 -1.66 -0.65
Cl 1.86 -1.92 -0.19 -0.35
H -0.37 2.45 -0.61 0.20
H 0.33 1.93 0.98 0.20
H 0.56 -1.68 2.46 0.24
H -0.54 -0.26 2.54 0.23
H 0.11 0.38 -2.46 0.25
H -1.65 0.06 -1.96 0.23
H -0.35 -1.37 -1.63 0.26
```

HOMO-LUMO gap	9.354	eV
2S+1	1
LUMO level	-0.012	Eh
energy relative to the best compared isomer or geometry (same formula, charge and spin)	62.3	kcal per mole

=====

[4]
A cluster of 5 separate species, C5H7Cl13 in total. Source: OMol25; level of theory: ωB97M-V/def2-TZVPD.

XYZ file:
```
25
Properties=species:S:1:pos:R:3:nbo_charge:R:1
Cl -0.85 2.05 -2.15 -0.01
C -0.97 2.68 -3.82 -0.30
Cl 0.21 3.85 -4.09 0.07
Cl -2.58 3.35 -4.14 0.01
H -0.87 1.84 -4.50 0.23
Cl -2.79 -3.45 -0.83 0.03
C -1.89 -1.95 -1.06 -0.32
Cl -2.63 -0.52 -0.41 0.04
Cl -1.24 -1.78 -2.68 0.01
H -0.92 -2.00 -0.57 0.23
Cl 5.01 0.16 0.70 0.00
C 5.08 1.83 1.43 -0.25
Cl 5.06 2.87 0.03 0.03
Cl 6.72 2.04 2.17 -0.01
H 4.35 2.13 2.18 0.24
Cl -2.03 -1.68 2.61 -0.04
C -3.22 -3.00 2.78 -0.37
Cl -2.30 -4.53 2.50 -0.05
H -3.51 -3.08 3.83 0.23
H -4.06 -2.95 2.09 0.23
Cl 1.52 1.66 1.65 -0.05
C 0.54 0.39 0.84 -0.39
Cl 1.46 -0.42 -0.42 -0.02
H 0.19 -0.35 1.56 0.23
H -0.27 0.88 0.30 0.23
```

SMILES	ClC(Cl)Cl.ClC(Cl)Cl.ClC(Cl)Cl.ClCCl.ClCCl
HOMO-LUMO gap	11.148	eV
2S+1	1
LUMO level	0.013	Eh
energy relative to the best compared isomer or geometry (same formula, charge and spin)	18.0	kcal per mole

=====

[5]
An isolated molecule of C5H7ClOS. Source: OMol25; level of theory: ωB97M-V/def2-TZVPD.

XYZ file:
```
15
Properties=species:S:1:pos:R:3:nbo_charge:R:1
O -0.95 -2.45 0.54 -0.64
C -1.04 -1.29 -0.09 0.22
S -2.50 -0.71 -0.53 -0.04
C 0.27 -0.52 -0.23 -0.10
Cl 1.61 -1.68 -0.59 -0.06
C 0.24 0.73 -1.13 -0.41
C 0.03 1.59 0.13 -0.40
C 0.51 0.40 1.00 -0.41
H -0.02 -2.68 0.64 0.49
H -0.55 0.74 -1.89 0.24
H 1.22 0.90 -1.57 0.22
H -1.03 1.85 0.32 0.23
H 0.64 2.50 0.22 0.21
H 1.58 0.46 1.24 0.23
H -0.01 0.17 1.95 0.22
```

SMILES	OC(=S)C1(Cl)CCC1
HOMO-LUMO gap	9.118	eV
2S+1	1
LUMO level	0.006	Eh
energy relative to the best compared isomer or geometry (same formula, charge and spin)	9.5	kcal per mole

=====

[6]
An isolated molecule of C5H7ClOS. Source: OMol25; level of theory: ωB97M-V/def2-TZVPD.

XYZ file:
```
15
Properties=species:S:1:pos:R:3:nbo_charge:R:1
O -0.20 2.45 -0.64 -0.54
C -0.58 1.50 0.08 0.43
C 0.20 0.23 0.15 -0.19
C 1.60 0.40 -0.57 -0.34
Cl 2.62 -1.06 -0.44 -0.07
C -0.23 -0.57 1.38 -0.40
C -0.71 -1.14 0.01 -0.37
S -2.34 -1.15 -0.69 0.01
H -1.58 1.51 0.72 0.13
H 2.15 1.18 -0.02 0.23
H 1.49 0.64 -1.57 0.23
H 0.46 -1.12 2.07 0.25
H -1.10 -0.08 1.97 0.23
H -0.02 -1.89 -0.44 0.24
H -1.76 -0.87 -2.03 0.15
```

SMILES	O=C[C@@]1(CCl)C[C@H]1S
HOMO-LUMO gap	9.778	eV
2S+1	1
LUMO level	0.018	Eh
energy relative to the best compared isomer or geometry (same formula, charge and spin)	42.0	kcal per mole

=====

[7]
An isolated molecule of C5H7ClS. Source: OMol25; level of theory: ωB97M-V/def2-TZVPD.

XYZ file:
```
14
Properties=species:S:1:pos:R:3:nbo_charge:R:1
Cl 0.32 -0.06 -2.55 -0.09
C 0.56 0.56 -0.85 -0.15
C 1.17 -0.58 0.14 -0.42
C -0.14 -1.13 0.74 -0.32
S -1.30 -0.95 2.22 0.16
C -0.74 0.13 0.91 -0.32
C -0.92 0.87 -0.41 -0.44
H 1.19 1.36 -0.96 0.21
H 1.81 -1.26 -0.41 0.24
H 1.97 0.01 0.87 0.23
H -0.80 -1.78 0.17 0.23
H 0.03 0.73 1.47 0.19
H -1.59 0.18 -0.95 0.22
H -1.57 1.92 -0.40 0.26
```

SMILES	ClC1C[C@H]2S[C@@H]2C1
HOMO-LUMO gap	9.537	eV
2S+1	1
LUMO level	0.023	Eh
energy relative to the best compared isomer or geometry (same formula, charge and spin)	82.4	kcal per mole

=====

[8]
A structure of composition C5H7EuLiO3. Source: OMol25; level of theory: ωB97M-V/def2-TZVPD.

XYZ file:
```
17
Properties=species:S:1:pos:R:3:nbo_charge:R:1
C 1.27 1.09 3.97 -0.31
C 0.64 0.34 4.69 -0.20
H 1.62 1.85 3.30 0.24
H 0.10 -0.14 5.49 0.28
H -0.66 -0.38 1.60 0.59
O 1.36 -0.54 0.24 -0.80
Li -1.83 1.91 0.69 0.99
O -0.65 0.24 0.79 -0.75
C 0.26 -0.08 -0.08 1.09
O -0.01 0.19 -1.32 -0.51
C -0.90 -0.57 -2.07 0.16
C -0.72 -0.47 -3.53 -0.72
H -1.89 -0.67 -1.60 0.18
H -0.99 0.55 -3.88 0.27
H -1.39 -1.18 -4.03 0.29
H 0.32 -0.67 -3.82 0.23
Eu 3.47 -1.45 -0.43 1.97
```

HOMO-LUMO gap (spin up / spin down)	6.125 / 6.835	eV
2S+1	9
LUMO level (spin up / spin down)	-0.447 / -0.439	Eh
total charge	+3

=====

[9]
A structure of composition C5H7F. Source: OMol25; level of theory: ωB97M-V/def2-TZVPD.

XYZ file:
```
13
Properties=species:S:1:pos:R:3:nbo_charge:R:1
C 0.36 0.93 0.46 -0.18
C 0.03 -0.32 0.02 -0.06
C -0.93 1.67 0.06 -0.46
C -1.38 -0.11 -0.48 0.24
C 0.79 -1.60 0.17 -0.65
F -2.36 -0.50 0.28 -0.33
H 1.16 1.42 1.09 0.21
H -1.53 2.09 0.84 0.21
H -0.61 2.19 -0.88 0.20
H -1.70 -0.16 -1.48 0.16
H 0.60 -2.40 -0.53 0.22
H 0.66 -1.85 1.17 0.23
H 1.86 -1.15 -0.08 0.22
```

HOMO-LUMO gap	10.046	eV
2S+1	1
LUMO level	0.042	Eh
energy relative to the best compared isomer or geometry (same formula, charge and spin)	61.1	kcal per mole

=====

[10]
An isolated molecule of C5H7FN2. Source: OMol25; level of theory: ωB97M-V/def2-TZVPD.

XYZ file:
```
15
Properties=species:S:1:pos:R:3:nbo_charge:R:1
H 1.61 1.77 1.98 0.32
N 1.46 1.61 0.93 -0.68
C 0.49 0.80 0.77 0.41
N 0.05 0.12 1.95 -0.84
C 0.09 0.42 -0.64 -0.20
C 0.92 0.79 -1.58 -0.25
C -1.04 -0.53 -0.68 0.39
C -1.10 -1.86 -1.16 -0.47
F -2.20 -0.14 -0.01 -0.36
H -1.01 0.00 2.02 0.39
H 0.46 0.39 2.81 0.38
H 1.92 1.23 -1.47 0.25
H 0.48 0.57 -2.62 0.21
H -0.16 -2.69 -1.15 0.23
H -1.95 -2.50 -1.16 0.21
```

SMILES	[H]/N=C(\N)C(=C)C(=C)F
HOMO-LUMO gap	9.315	eV
2S+1	1
LUMO level	0.003	Eh
energy relative to the best compared isomer or geometry (same formula, charge and spin)	76.2	kcal per mole

=====

[11]
A cluster of 2 separate species, C5H7FN2O2 in total. Source: OMol25; level of theory: ωB97M-V/def2-TZVPD.

XYZ file:
```
17
Properties=species:S:1:pos:R:3:nbo_charge:R:1
C 0.69 -0.39 1.71 -0.39
C 1.70 -1.19 1.44 0.14
C 0.09 2.20 0.08 0.60
C 0.05 -0.03 0.47 0.45
C 0.13 -1.02 -1.72 -0.44
N 0.85 -0.56 -0.51 -0.16
N -0.98 2.86 0.51 -0.86
O 1.08 2.51 -0.53 -0.59
O 1.79 -1.44 0.09 -0.33
F -1.27 -0.04 0.27 -0.35
H 0.23 -0.25 2.73 0.24
H 2.46 -1.64 2.11 0.22
H -0.57 -1.79 -1.32 0.21
H -0.10 -0.09 -2.19 0.24
H 0.86 -1.43 -2.37 0.22
H -1.53 2.35 1.16 0.39
H -1.47 3.65 0.10 0.39
```

HOMO-LUMO gap (spin up / spin down)	7.569 / 7.572	eV
2S+1	1
LUMO level (spin up / spin down)	0.028 / 0.028	Eh
energy relative to the best compared isomer or geometry (same formula, charge and spin)	93.9	kcal per mole

=====

[12]
The ion C5H7FNS with charge +1. Source: OMol25; level of theory: ωB97M-V/def2-TZVPD.

XYZ file:
```
15
Properties=species:S:1:pos:R:3:nbo_charge:R:1
C -2.10 -1.38 0.29 -0.44
C -1.04 -0.45 0.41 0.34
C -1.99 1.75 0.74 0.80
C 0.38 -0.78 0.84 -0.65
C -0.46 1.34 -1.07 -0.44
N -1.31 0.88 0.04 -0.47
F -2.00 2.98 0.36 -0.24
S -3.58 -1.06 -0.40 0.31
H -1.78 -2.43 0.45 0.25
H 0.37 -1.95 0.89 0.27
H 1.06 -0.23 0.07 0.25
H 0.40 -0.32 1.76 0.25
H 0.14 2.15 -0.68 0.25
H 0.39 0.58 -1.34 0.25
H -1.00 1.37 -1.99 0.27
```

HOMO-LUMO gap (spin up / spin down)	6.952 / 5.226	eV
2S+1	1
LUMO level (spin up / spin down)	-0.253 / -0.302	Eh
energy relative to the best compared isomer or geometry (same formula, charge and spin)	111.7	kcal per mole
total charge	+1